Entry 1:
Here is a structure of composition C14H28F6NO16RbS4 from the OMol25 dataset. Energies are from wB97M-V/def2-TZVPD.

Last column: Mulliken charge in e.
CARTESIAN COORDINATES (ANGSTROEM)
Rb 0.382 -0.054 0.604  1.186
C 1.201 3.850 0.225  0.599
F 2.252 4.243 0.943  -0.213
F 0.436 3.063 1.007  -0.199
F 0.486 4.911 -0.132  -0.232
S 1.762 2.986 -1.305  0.906
O 0.576 2.648 -2.027  -0.635
O 2.666 3.895 -1.904  -0.674
N 2.447 1.634 -0.697  -0.139
S 3.881 1.413 -1.366  0.790
O 3.831 1.228 -2.790  -0.605
O 4.932 2.222 -0.833  -0.651
C 4.226 -0.285 -0.776  0.585
F 4.062 -0.390 0.553  -0.212
F 3.411 -1.176 -1.347  -0.160
F 5.478 -0.591 -1.074  -0.234
C -3.116 -3.000 3.542  -0.587
O -2.898 -1.683 4.085  -0.387
C -2.388 -0.818 3.232  0.867
O -2.091 -1.073 2.084  -0.452
O -2.259 0.352 3.855  -0.421
C -1.874 1.495 3.097  -0.693
H -3.513 -3.574 4.371  0.249
H -2.173 -3.426 3.207  0.291
H -3.818 -2.937 2.716  0.211
H -1.515 2.235 3.808  0.324
H -2.723 1.944 2.577  0.462
H -1.089 1.356 2.358  0.117
C 3.799 1.928 2.677  -0.268
O 3.251 1.697 3.989  -0.403
C 2.074 1.105 4.070  0.632
O 1.353 0.792 3.141  -0.300
O 1.796 0.930 5.352  -0.378
C 0.546 0.320 5.671  -0.223
H 3.023 2.173 1.959  0.032
H 4.355 1.050 2.368  0.257
H 4.483 2.763 2.786  0.305
H 0.332 0.586 6.700  0.285
H 0.595 -0.760 5.534  0.270
H -0.252 0.688 5.032  -0.100
O -0.653 -2.346 -3.670  -0.632
S 0.488 -1.891 -2.943  1.013
O 0.415 -1.821 -1.525  -0.712
O 1.702 -2.856 -3.231  -0.241
C 2.050 -3.101 -4.614  -0.296
C 2.398 -4.557 -4.765  -1.300
C 1.031 -0.341 -3.566  -0.423
H 2.947 -2.506 -4.824  0.283
H 1.281 -2.747 -5.298  0.448
H 2.469 -4.827 -5.818  0.383
H 1.646 -5.194 -4.299  0.308
H 3.356 -4.755 -4.286  0.302
H 0.403 0.443 -3.150  -0.018
H 1.041 -0.358 -4.653  0.428
H 2.063 -0.222 -3.245  0.197
O -3.505 2.296 -0.928  -0.726
S -2.889 1.140 -1.499  1.017
O -1.525 0.842 -1.213  -0.226
O -3.742 -0.140 -1.108  -0.156
C -4.698 -0.033 -0.036  0.300
C -5.372 -1.380 0.125  -1.259
C -3.122 1.171 -3.237  -1.107
H -5.420 0.760 -0.217  0.395
H -4.162 0.192 0.889  -0.184
H -5.719 -1.762 -0.833  0.367
H -6.238 -1.226 0.770  0.398
H -4.692 -2.100 0.573  0.180
H -2.478 1.970 -3.603  0.397
H -4.172 1.387 -3.407  0.363
H -2.833 0.222 -3.681  0.301

## Properties
E_LUMO: 0.0004 Ha
gap between HOMO and LUMO: 9.60 eV


Entry 2:
Here is an isolated molecule of C14H28FNO4S from the OMol25 dataset. Energies are from wB97M-V/def2-TZVPD.

Last column: Mulliken charge in e.
CARTESIAN COORDINATES (ANGSTROEM)
C 2.133 -2.578 2.418  -0.807
C 3.204 -1.800 1.433  -0.563
C 2.351 -1.390 0.058  0.042
C 3.257 -0.363 -0.857  -0.754
C 2.520 1.112 -1.111  -0.393
C 2.499 2.050 0.238  -0.390
C 1.429 3.313 0.035  -0.515
C 0.572 3.581 1.407  -0.710
C -0.803 2.701 1.554  -0.775
C -0.704 1.156 1.016  0.942
C -2.280 0.671 0.737  -0.516
C -2.315 -0.080 -0.720  -0.996
N -3.597 -0.840 -0.980  0.101
C -3.810 -1.156 -2.445  -0.535
C -2.459 -1.694 -3.229  0.566
O -1.851 -0.855 -4.111  -0.534
O -1.883 -3.054 -3.072  -0.426
S -3.751 -2.245 0.047  1.076
O -5.086 -2.154 0.866  -0.561
O -3.841 -3.594 -0.768  -0.548
F -2.457 -2.466 1.164  -0.241
H 1.969 -3.657 1.972  0.252
H 1.085 -2.012 2.424  0.108
H 2.502 -2.679 3.525  0.304
H 3.632 -0.839 1.957  0.300
H 4.040 -2.571 1.133  0.308
H 1.313 -0.872 0.316  -0.245
H 2.211 -2.380 -0.590  0.389
H 4.310 -0.243 -0.338  0.320
H 3.432 -0.804 -1.942  0.276
H 1.432 0.835 -1.516  0.073
H 3.045 1.673 -2.024  0.328
H 3.585 2.443 0.445  0.400
H 2.117 1.476 1.212  0.075
H 0.687 2.944 -0.824  0.215
H 2.072 4.226 -0.328  0.394
H 1.303 3.508 2.332  0.314
H 0.230 4.724 1.367  0.304
H -1.676 3.335 1.089  0.326
H -1.036 2.641 2.723  0.206
H -0.299 0.455 1.879  0.111
H -0.152 1.016 -0.006  -0.775
H -2.683 0.039 1.636  0.419
H -2.977 1.634 0.641  0.276
H -2.078 0.668 -1.618  0.459
H -1.407 -0.854 -0.731  0.302
H -4.660 -1.964 -2.635  0.404
H -4.194 -0.175 -3.005  0.336
H -0.930 -2.884 -2.772  0.359

## Properties
E_LUMO: -0.0433 Ha
gap between HOMO and LUMO: 9.35 eV
SMILES string: CCCCCCCCCCCCN(CC(=O)O)S(=O)(=O)F
relative energy (zero: lowest compared OMol25 entry of this formula, charge and spin): 229.8 kcal per mole


Entry 3:
Here is a structure of composition C14H28FeN4S4 from the OMol25 dataset. Energies are from wB97M-V/def2-TZVPD.

Last column: Mulliken charge in e.
CARTESIAN COORDINATES (ANGSTROEM)
Fe -0.065 -0.327 0.232  0.087
C -0.088 -0.579 -3.256  -0.369
C -1.570 -0.406 -2.997  -0.900
S -2.054 -0.738 -1.280  0.068
C -2.296 -2.537 -1.164  -0.823
C -1.030 -3.374 -1.051  -0.746
S 0.027 -2.777 0.305  0.089
C 1.705 -3.189 -0.254  -0.566
C 2.728 -2.358 0.507  -0.839
S 2.453 -0.557 0.484  0.122
C 3.290 0.057 -1.001  -0.965
C 2.517 -0.152 -2.290  -0.479
S 0.827 0.483 -2.105  0.048
H 0.156 -0.269 -4.273  0.512
H 0.242 -1.608 -3.122  0.179
H -2.170 -1.043 -3.648  0.502
H -1.877 0.627 -3.169  0.454
H -2.871 -2.844 -2.039  0.567
H -2.935 -2.667 -0.290  0.427
H -0.444 -3.368 -1.969  0.396
H -1.294 -4.408 -0.822  0.533
H 1.757 -3.032 -1.331  0.316
H 1.869 -4.248 -0.048  0.502
H 3.728 -2.543 0.113  0.535
H 2.734 -2.614 1.567  0.447
H 4.269 -0.421 -1.046  0.504
H 3.447 1.119 -0.804  0.445
H 2.469 -1.201 -2.582  0.309
H 2.988 0.409 -3.099  0.537
C -1.472 1.538 2.250  -0.866
N -0.947 0.110 1.998  1.417
C 0.133 -0.154 3.065  -0.808
N -0.395 0.015 4.373  0.227
C -0.879 1.395 4.554  -0.684
N -1.948 1.651 3.583  0.157
C -3.060 0.725 3.825  -0.703
N -2.575 -0.655 3.639  0.198
C -2.112 -0.843 2.309  -0.914
C -1.502 -0.920 4.609  -0.677
H -2.282 1.737 1.545  0.253
H -0.661 2.247 2.075  0.350
H 0.958 0.545 2.906  0.317
H 0.496 -1.181 2.944  0.262
H -0.060 2.100 4.405  0.339
H -1.264 1.511 5.564  0.327
H -3.876 0.931 3.131  0.340
H -3.423 0.842 4.843  0.333
H -2.920 -0.635 1.601  0.293
H -1.767 -1.873 2.185  0.301
H -1.152 -1.948 4.507  0.305
H -1.887 -0.778 5.616  0.341

## Properties
E_LUMO (spin up / spin down): -0.3319 / -0.4624 Ha
gap between HOMO and LUMO (spin up / spin down): 8.48 / 4.82 eV
multiplicity: 6
net charge: +3